# 1
The following is a quantum chemistry calculation of C26H24IrN2O7PS4 as an isolated structure, from OMol25.

```
65
Properties=species:S:1:pos:R:3
Ir -0.450 0.171 0.043
C 3.753 -0.308 -1.073
C 2.388 -0.844 -0.759
O 1.436 -0.047 -0.769
N 2.259 -2.141 -0.466
C 0.951 -2.800 -0.407
C 0.274 -2.649 0.936
C 0.370 -3.663 1.874
C -0.196 -3.515 3.126
C -0.860 -2.336 3.411
C -0.934 -1.363 2.437
N -0.380 -1.505 1.220
H 3.664 0.399 -1.893
H 4.463 -1.092 -1.329
H 4.116 0.240 -0.202
H 3.086 -2.711 -0.515
H 1.093 -3.855 -0.619
H 0.325 -2.402 -1.198
H 0.877 -4.578 1.600
H -0.127 -4.308 3.858
H -1.334 -2.161 4.366
H -1.459 -0.433 2.602
O 1.542 3.489 0.421
S 0.378 2.679 0.557
O 0.541 1.460 1.416
O -0.169 2.147 -0.732
C -0.894 3.664 1.301
C -0.442 4.818 1.923
C -1.332 5.652 2.585
C -2.674 5.322 2.626
C -3.127 4.165 2.005
C -2.249 3.323 1.339
S -3.015 1.904 0.543
O -2.164 0.724 0.980
O -4.293 1.756 1.181
O -2.964 2.124 -0.873
H 0.610 5.059 1.873
H -0.971 6.553 3.062
H -3.379 5.961 3.142
H -4.172 3.893 2.034
S -1.709 -4.224 -1.601
P -2.682 -2.531 -1.350
S -1.614 -0.792 -1.742
C -4.070 -2.309 -2.503
C -4.613 -1.050 -2.742
C -5.723 -0.921 -3.563
C -6.297 -2.045 -4.140
C -5.762 -3.302 -3.893
C -4.653 -3.436 -3.072
C -3.491 -2.487 0.275
C -4.403 -1.481 0.583
C -5.067 -1.498 1.801
C -4.839 -2.534 2.698
C -3.956 -3.555 2.375
C -3.287 -3.534 1.164
H -4.176 -0.173 -2.282
H -6.140 0.061 -3.745
H -7.166 -1.943 -4.778
H -6.205 -4.181 -4.342
H -4.218 -4.411 -2.887
H -4.613 -0.691 -0.123
H -5.762 -0.700 2.036
H -5.366 -2.555 3.643
H -3.791 -4.373 3.065
H -2.611 -4.335 0.885
```

The largest force on an atom is 0.5 eV/Å. The value obtained for the HOMO-LUMO gap is 7.589 eV. Its molar mass is 827.94 g mol⁻¹. The spin multiplicity is 1.

# 2
The following is a quantum chemistry calculation of a 5-piece molecular cluster, C2H12O5 overall at a distorted geometry, from OMol25.

```
19
Properties=species:S:1:pos:R:3
C 0.504 -3.291 0.590
C 0.242 -1.998 0.518
O -0.576 -1.339 -0.358
H 0.969 -3.607 1.512
H 0.147 -4.103 -0.011
H 0.582 -1.322 1.317
H -1.036 -0.611 0.085
O -2.244 0.797 -0.069
H -3.127 1.168 0.024
H -1.614 1.428 -0.444
O 0.680 1.150 1.834
H 1.489 1.619 2.061
H 0.242 1.765 1.233
O -0.260 2.586 -0.759
H 0.129 3.460 -0.735
H 0.400 2.021 -1.198
O 1.730 0.518 -1.462
H 1.534 0.605 -2.406
H 1.306 -0.304 -1.217
```

The largest force on an atom is 1.7 eV/Å. The structure (SMILES) is C=CO.O.O.O.O. The value obtained for the HOMO-LUMO gap is 9.049 eV. Its molar mass is 116.11 g mol⁻¹. The spin multiplicity is 1.

- What is the formula in the first record?
  C26H24IrN2O7PS4

- Among the records above, which one has the lowest largest force on an atom?
  C26H24IrN2O7PS4

- spin multiplicity of number 2 (C2H12O5)?
  1